Computed, not measured: a molecular structure, C17H24AuCl5N3OTa at a distorted geometry, with wB97M-V/def2-TZVPD.

Structure (ORCA input):
```
! RIJCOSX wB97M-V def2-TZVPD def2/J DEFGRID3
* xyz 2 1
Au 3.791 -1.049 -1.149
Ta 0.291 0.056 -0.411
Cl -3.548 0.226 3.904
Cl 2.509 -0.117 2.413
Cl 1.626 -0.447 5.390
Cl -2.642 0.567 0.925
Cl -1.412 -0.306 6.144
O 6.520 -2.116 -1.557
N -0.238 1.911 -1.027
N -0.759 -1.581 -0.886
N 1.997 -0.390 -0.833
C 0.448 -0.205 4.178
C -1.466 0.222 2.172
C -1.118 1.967 -2.195
C -0.925 -0.130 4.523
C 0.573 4.203 -1.564
C 0.177 3.209 -0.469
C -1.943 -1.426 -1.732
C -1.418 -3.977 -0.714
C -0.266 -2.969 -0.804
C 1.376 3.018 0.462
C 5.462 -1.682 -1.413
C -0.123 0.084 1.806
C -1.891 0.100 3.510
C 0.835 -0.078 2.825
C 0.542 -3.266 -2.065
C -0.989 3.802 0.327
C 0.608 -3.162 0.433
H -1.771 -1.812 -2.751
H 0.029 -2.960 1.342
H 1.327 3.765 -2.226
H 1.497 -2.522 0.424
H -1.843 4.011 -0.326
H -2.057 -3.758 0.148
H -2.247 -0.377 -1.814
H -2.802 -1.966 -1.304
H -0.671 4.740 0.798
H -2.026 -3.999 -1.624
H -0.099 -3.195 -2.953
H 2.190 2.483 -0.046
H -1.097 1.015 -2.745
H 1.366 -2.550 -2.169
H 0.939 -4.209 0.462
H 1.110 2.471 1.373
H -0.798 2.744 -2.904
H 0.954 -4.282 -2.005
H -0.992 -4.979 -0.578
H -2.168 2.174 -1.925
H -1.322 3.111 1.110
H 1.010 5.092 -1.091
H 1.742 4.008 0.763
H -0.287 4.532 -2.155
*
```

Properties
DFT total energy in eV: -92373.556
Energy above the lowest of the compared OMol25 structures with the same formula, charge and spin in kcal/mol: 52.0
HOMO energy (alpha / beta) in eV: -14.69 / -14.74
F_max in eV Å⁻¹: 7.476
Orbital gap (alpha / beta) in eV: 3.43 / 3.49

Atom charges from the Mulliken analysis, given in e for atoms 1 to 8: atom 1 (Au): 0.3929, atom 2 (Ta): -0.4237, atom 3 (Cl): -0.1252, atom 4 (Cl): -0.0753, atom 5 (Cl): -0.1247, atom 6 (Cl): -0.0550, atom 7 (Cl): -0.0743, atom 8 (O): -0.1960